# 1
{"formula": "C13H37Ag2O15", "method": "ωB97M-V/def2-TZVPD", "elements": ["Ag", "Ag", "O", "C", "O", "O", "H", "C", "C", "O", "O", "H", "H", "H", "H", "H", "H", "C", "C", "O", "O", "H", "H", "H", "H", "H", "H", "C", "C", "O", "O", "H", "H", "H", "H", "H", "H", "C", "C", "O", "O", "H", "H", "H", "H", "H", "H", "C", "C", "O", "O", "H", "H", "H", "H", "H", "H", "C", "C", "O", "O", "H", "H", "H", "H", "H", "H"], "coordinates": [[-1.32792, 0.97793, -3.78090], [-2.57417, 2.43083, -0.20478], [1.01692, 0.14507, -0.31496], [-0.22806, 0.60570, -0.29969], [-0.83104, 0.69264, -1.40253], [-0.74417, 1.05899, 0.73773], [0.99187, -0.18049, -1.21772], [1.67999, 3.67388, -1.39983], [1.52052, 5.06630, -2.11116], [1.76195, 4.97711, -3.52374], [1.47367, 3.88378, 0.00384], [2.62233, 3.19041, -1.65741], [1.00507, 2.91004, -1.78600], [2.25079, 5.68613, -1.59096], [0.56640, 5.50839, -1.82429], [2.12682, 5.84320, -3.71960], [2.10300, 3.36850, 0.51377], [-3.40101, -0.18852, 4.44422], [-2.52575, 0.34381, 3.31685], [-1.38519, -0.41436, 3.07873], [-4.36721, -1.08892, 3.95737], [-3.88495, 0.63149, 4.97478], [-2.80881, -0.72937, 5.18239], [-2.12153, 1.32555, 3.56367], [-3.11834, 0.50369, 2.41608], [-1.04794, -0.07884, 2.24488], [-3.98163, -1.96770, 3.93120], [0.30354, -1.98966, -5.22024], [1.37728, -1.41170, -4.28214], [0.87104, -0.99393, -2.96399], [-0.70562, -1.07331, -5.61527], [-0.20618, -2.86636, -4.82063], [0.91280, -2.24904, -6.08604], [1.89724, -0.58164, -4.76039], [2.13149, -2.18924, -4.16086], [0.30147, -1.67713, -2.60282], [-1.40607, -1.60876, -5.99510], [1.70882, 2.83584, 3.43361], [3.06348, 2.27325, 2.99687], [3.07770, 1.97026, 1.62912], [0.67385, 1.86418, 3.45098], [1.44769, 3.74443, 2.89104], [1.91264, 3.20467, 4.43885], [3.35735, 1.41350, 3.59900], [3.82693, 3.01141, 3.24255], [3.91768, 1.54801, 1.43490], [0.45173, 1.72881, 2.52690], [-1.94080, -2.53632, -2.27365], [-3.03810, -2.52691, -1.12572], [-3.29972, -3.78812, -0.49913], [-0.65993, -3.03505, -1.87642], [-1.81217, -1.53197, -2.67719], [-2.35655, -3.25292, -2.98199], [-3.94195, -2.16998, -1.61945], [-2.81173, -1.89996, -0.26329], [-2.48871, -4.07749, -0.07473], [-0.81571, -3.86968, -1.42837], [0.61116, -3.10694, 1.15872], [1.63291, -2.81524, 2.31285], [1.49414, -1.36329, 2.65873], [-0.68043, -3.11698, 1.69707], [0.87991, -4.10158, 0.80297], [0.67252, -2.39240, 0.33788], [2.67572, -3.07012, 2.12395], [1.37473, -3.41153, 3.18798], [1.65109, -0.84224, 1.86786], [-0.83289, -2.22011, 2.00363]], "largest_force_ev_per_a": 2.42, "spin_multiplicity": 1, "charge": 1, "energy_ev": -52781.08677, "orbital_gap_ev": 6.170}

# 2
{"formula": "C13H38Cl2O14P2", "method": "ωB97M-V/def2-TZVPD", "elements": ["C", "O", "P", "O", "O", "C", "O", "C", "H", "H", "H", "H", "H", "H", "H", "H", "H", "C", "O", "P", "O", "O", "C", "O", "C", "H", "H", "H", "H", "H", "H", "H", "H", "H", "Cl", "C", "Cl", "H", "H", "O", "C", "C", "O", "H", "H", "H", "H", "H", "H", "O", "C", "C", "O", "H", "H", "H", "H", "H", "H", "O", "C", "C", "O", "H", "H", "H", "H", "H", "H"], "coordinates": [[4.50045, 6.09266, 0.93442], [3.26910, 5.48259, 0.55607], [2.07815, 5.40457, 1.52652], [2.33281, 4.46988, 2.64406], [1.57077, 6.94200, 1.91554], [1.05839, 7.71443, 0.86168], [0.87626, 4.91934, 0.55055], [0.67056, 3.60378, 0.24606], [4.69294, 6.93642, 0.27177], [5.36715, 5.45395, 0.76416], [4.51602, 6.29786, 2.00482], [1.80789, 7.99224, 0.12061], [0.67148, 8.62772, 1.31367], [0.18620, 7.21266, 0.44263], [1.31450, 3.39060, -0.60717], [-0.35689, 3.41000, -0.06199], [0.96373, 2.84003, 0.96635], [-2.13085, -5.27709, -2.84321], [-1.10295, -4.56831, -3.64159], [-0.91041, -3.01626, -3.11546], [-2.07799, -2.11977, -2.85981], [0.18197, -2.46538, -4.07240], [-0.21892, -1.92804, -5.34555], [-0.07813, -3.21082, -1.74212], [1.36573, -3.31123, -1.65883], [-2.47228, -4.83471, -1.90736], [-1.71554, -6.27320, -2.69030], [-2.92171, -5.61949, -3.51060], [0.17274, -0.91414, -5.26355], [-1.28652, -1.84933, -5.55080], [0.22843, -2.46498, -6.18201], [1.97701, -2.41991, -1.51746], [1.88886, -3.60071, -2.57022], [1.67622, -4.13071, -1.01063], [-1.40883, 1.17834, 0.56134], [-0.72582, -0.28291, -0.04537], [1.08596, -0.19722, -0.01466], [-1.05200, -1.12065, 0.57100], [-0.87140, -0.34329, -1.12391], [2.91479, 0.70789, 4.38353], [3.18208, 0.86646, 2.97584], [4.60194, 0.48429, 2.88095], [4.88220, -0.79299, 3.34052], [2.09643, 1.17339, 4.57114], [2.60876, 0.13110, 2.41134], [2.92066, 1.85642, 2.60202], [5.32524, 1.11760, 3.39462], [4.92316, 0.51928, 1.83994], [4.49899, -0.85305, 4.21867], [-3.52550, 0.04908, -2.45492], [-4.32101, -0.02361, -1.29559], [-4.92326, 1.34344, -0.90974], [-5.66570, 1.26729, 0.25332], [-3.15677, -0.81411, -2.65625], [-5.22213, -0.62637, -1.40856], [-3.65724, -0.41648, -0.52542], [-5.66031, 1.63376, -1.65845], [-4.16981, 2.13085, -0.88953], [-5.88856, 2.16215, 0.52004], [-1.12276, -5.96864, 3.18862], [-2.23182, -5.39537, 2.56594], [-1.73472, -4.18869, 1.71407], [-1.40225, -4.48129, 0.34282], [-0.59637, -6.27670, 2.44727], [-2.66307, -6.15683, 1.91610], [-2.97086, -5.04212, 3.28506], [-0.82057, -3.74521, 2.10872], [-2.53507, -3.45057, 1.66189], [-0.80953, -5.23189, 0.25979]], "largest_force_ev_per_a": 3.44, "spin_multiplicity": 1, "charge": 0, "energy_ev": -86385.61528, "relative_energy_ev": 0.000, "orbital_gap_ev": 9.874, "smiles": "COP(=O)(OC)OC.COP(=O)(OC)OC.ClCCl.OCCO.OCCO.OCCO"}

# 3
{"formula": "C13H38ClGdMgSi4", "method": "ωB97M-V/def2-TZVPD", "elements": ["Gd", "Cl", "C", "H", "H", "H", "Mg", "C", "C", "C", "H", "H", "H", "H", "H", "H", "H", "H", "C", "Si", "C", "C", "Si", "Si", "C", "C", "C", "Si", "C", "C", "C", "H", "H", "H", "H", "H", "H", "H", "H", "H", "H", "H", "H", "H", "H", "H", "H", "H", "H", "H", "H", "H", "H", "H", "H", "H", "H", "H"], "coordinates": [[0.08060, 1.20929, -1.69281], [0.69606, 0.72653, -4.08144], [2.00767, 2.16563, -0.89763], [2.47528, 1.84721, 0.03786], [1.72782, 3.22957, -0.79820], [2.75566, 2.11067, -1.70367], [-2.53778, 4.02332, -2.15448], [-3.96435, 2.91452, -3.27517], [-1.32188, 5.38766, -3.25416], [-1.57340, 2.85534, -0.64057], [-0.95807, 6.19245, -2.59932], [-0.47842, 4.80214, -3.65334], [-1.91532, 5.81389, -4.07539], [-4.76277, 2.55861, -2.60413], [-4.38914, 3.53645, -4.07687], [-3.40866, 2.05854, -3.69844], [-0.93136, 3.56379, -0.06525], [-2.31230, 2.50131, 0.10036], [-0.39810, -2.57155, -2.16132], [1.01275, -2.22661, -0.95775], [1.37288, -3.81657, -0.00156], [2.58457, -1.75548, -1.88964], [0.49095, -0.51844, 0.53902], [-1.63421, -0.97580, 1.35611], [-1.72845, -2.72459, 2.05845], [-1.96684, 0.30390, 2.70021], [-2.91601, -0.76825, -0.01671], [2.00483, -0.59403, 2.27030], [1.81769, -2.09263, 3.39658], [3.72702, -0.56422, 1.49433], [1.72898, 0.99314, 3.25229], [-0.13987, -3.49787, -2.69979], [-0.52978, -1.78124, -2.91562], [-1.35435, -2.73551, -1.64783], [1.63501, -4.59460, -0.73646], [2.22091, -3.70640, 0.68834], [0.50983, -4.17668, 0.57437], [2.37293, -1.12109, -2.76032], [3.31089, -1.23657, -1.25192], [3.04212, -2.68937, -2.24787], [-1.04897, -2.87459, 2.90925], [-2.75719, -2.88925, 2.41533], [-1.51171, -3.49152, 1.30220], [-1.90419, 1.32460, 2.29807], [-2.98755, 0.14754, 3.08111], [-1.26724, 0.21860, 3.54190], [-3.03978, 0.28482, -0.30713], [-2.68717, -1.35461, -0.91453], [-3.87884, -1.12292, 0.38348], [1.81499, -3.04542, 2.85026], [2.67237, -2.10381, 4.09126], [0.90018, -2.03257, 3.99991], [3.85941, 0.29051, 0.81690], [4.46473, -0.47019, 2.30490], [3.95019, -1.48335, 0.93716], [1.72784, 1.87538, 2.59712], [0.78524, 0.97777, 3.81103], [2.55430, 1.10257, 3.97122]], "largest_force_ev_per_a": 1.57, "spin_multiplicity": 8, "charge": -2, "s2": 16.0783, "energy_ev": -84405.88556, "orbital_gap_ev": [1.675, 5.890]}